Computed, not measured: one molecule with the formula C4H9NO3 in a non-equilibrium geometry, with ωB97M-V/def2-TZVPD.

Each atom is followed by the atoms it is bonded to, with distances in Å.
Cartesian coordinates (Å):
1 C 0.25031 0.39100 -0.12823  C2 1.521, C3 1.505, C4 1.502, N14 1.435
2 C 1.76836 0.48080 -0.11472  C1 1.521, H7 1.101, H8 1.120, O15 1.404
3 C -0.38576 -0.96991 -0.22345  C1 1.505, C4 1.539, H10 1.081, O16 1.425
4 C -0.53772 -0.11414 1.04672  C1 1.502, C3 1.539, H12 1.155, O17 1.385
5 H 0.34690 2.13237 -0.89731  N14 1.017
6 H -0.33974 1.03175 -1.79832  N14 0.988
7 H 2.02601 1.34900 0.51193  C2 1.101
8 H 2.12039 0.69917 -1.15487  C2 1.120
9 H 2.83485 -1.15795 -0.24002  O15 0.936
10 H 0.37138 -1.73805 -0.15244  C3 1.081
11 H -2.21487 -0.90154 -0.48416  O16 0.955
12 H -0.10482 -0.53516 2.03118  C4 1.155
13 H -1.79497 1.22483 0.60681  O17 0.969
14 N -0.38384 1.42546 -0.89357  C1 1.435, H5 1.017, H6 0.988
15 O 2.40976 -0.64791 0.42037  C2 1.404, H9 0.936
16 O -1.51168 -1.16118 -1.07630  C3 1.425, H11 0.955
17 O -1.78925 0.45795 1.19970  C4 1.385, H13 0.969

Results
highest occupied orbital energy: -9.2 eV
net charge: 0
spin multiplicity: 1
E_LUMO: 0.64 eV
structure (SMILES): N[C@]1(CO)[C@H](O)[C@@H]1O
ΔE to the lowest compared entry with this formula, charge and spin: 284.8 kJ/mol
calculated total energy: -438.22061 a.u.
HOMO-LUMO gap: 9.875 eV